Record 1
The following is a quantum chemistry calculation of C36H28N11O8Y as an isolated structure, from OMol25.

Last column: Mulliken charge in e.
Positions of all 84 atoms, in Å:
Y1 -0.190 0.085 0.381  0.387
C1 3.034 -1.089 0.725  -1.424
C2 3.322 -1.078 -0.765  -1.239
C3 2.879 0.090 -1.609  0.688
C4 3.652 0.392 -2.727  -0.957
C5 3.221 1.336 -3.635  -0.706
C6 2.008 1.963 -3.405  -1.417
C7 1.317 1.642 -2.257  -0.155
N1 1.735 0.737 -1.351  1.332
N2 1.663 -1.480 1.131  1.887
C8 1.357 -2.847 0.675  -1.525
C9 -0.109 -3.194 0.765  0.483
C10 -0.513 -4.492 0.499  -1.023
C11 -1.864 -4.786 0.523  -0.569
C12 -2.767 -3.779 0.834  -0.959
C13 -2.279 -2.514 1.082  -0.180
N3 -0.972 -2.217 1.037  0.987
C14 1.610 -1.492 2.607  -1.749
C15 1.767 -0.137 3.241  0.537
C16 2.305 -0.045 4.515  -1.036
C17 2.341 1.185 5.142  -0.618
C18 1.835 2.282 4.470  -0.949
C19 1.330 2.101 3.201  -0.288
N4 1.308 0.921 2.567  0.829
H1 3.234 -0.108 1.153  0.385
H2 3.734 -1.791 1.193  0.540
H3 2.922 -1.972 -1.248  0.270
H4 4.404 -1.156 -0.868  0.672
H5 4.579 -0.145 -2.885  0.494
H6 3.811 1.567 -4.514  0.417
H7 1.594 2.689 -4.092  0.530
H8 0.362 2.115 -2.073  0.425
H9 1.936 -3.578 1.252  0.772
H10 1.624 -2.956 -0.373  0.081
H11 0.225 -5.248 0.260  0.518
H12 -2.210 -5.788 0.302  0.434
H13 -3.832 -3.963 0.872  0.495
H14 -2.946 -1.696 1.313  0.257
H15 2.387 -2.160 2.996  0.616
H16 0.643 -1.899 2.910  0.559
H17 2.663 -0.938 5.011  0.489
H18 2.733 1.281 6.146  0.407
H19 1.789 3.260 4.931  0.430
H20 0.879 2.938 2.687  0.256
O1 -2.009 1.830 -2.442  -0.649
C20 -1.941 0.698 -1.997  0.092
O2 -2.015 0.401 -0.716  -0.228
C21 -1.717 -0.486 -2.887  0.857
C22 -2.454 -0.619 -4.034  -0.546
C23 -2.287 -1.749 -4.826  -0.771
C24 -1.380 -2.723 -4.495  -0.524
C25 -0.597 -2.557 -3.368  -0.242
C26 -0.732 -1.450 -2.495  -0.036
O3 -0.044 -1.300 -1.431  0.724
N5 0.384 -3.620 -3.092  0.960
O4 1.389 -3.327 -2.459  -0.536
O5 0.178 -4.726 -3.554  -0.638
N6 -3.096 -1.905 -6.045  1.036
O6 -2.934 -2.906 -6.713  -0.641
O7 -3.878 -1.014 -6.315  -0.635
H21 -3.165 0.145 -4.322  0.641
H22 -1.262 -3.597 -5.116  0.658
N7 0.011 7.969 -0.025  -0.466
C27 -0.006 6.822 0.041  -0.333
C28 -0.024 5.374 0.127  0.522
C29 -1.221 4.683 0.111  -0.919
C30 -1.180 3.301 0.178  -0.848
N8 -0.040 2.610 0.267  1.788
C31 1.112 3.293 0.288  -0.771
C32 1.172 4.667 0.217  -0.811
H23 -2.168 5.199 0.037  0.517
H24 -2.089 2.719 0.141  0.218
H25 2.018 2.706 0.352  0.275
H26 2.124 5.179 0.229  0.551
N9 -3.644 0.631 1.650  -0.204
C33 -2.610 0.777 2.515  0.307
O8 -1.427 0.535 2.093  0.262
C34 -2.853 1.167 3.837  0.260
C35 -4.191 1.450 4.246  -0.507
N10 -5.302 1.632 4.501  -0.622
C36 -1.775 1.255 4.768  0.073
N11 -0.903 1.327 5.522  -0.615
H27 -4.554 0.959 1.932  0.229
H28 -3.413 0.619 0.664  0.188

Calculated values
2S+1: 1
Highest occupied orbital energy: -0.297 hartree
Net charge: 0

Record 2
The following is a quantum chemistry calculation of C36H28NNiO6P2SSe as an isolated structure, from OMol25.

Last column: Mulliken spin population.
Positions of all 76 atoms, in Å:
Ni1 0.895 0.541 -0.531  1.515
O1 -1.458 -0.977 1.035  0.015
C1 -2.619 -0.268 1.138  0.002
C2 -3.841 -0.736 1.623  0.000
C3 -4.923 0.124 1.745  0.000
C4 -4.831 1.439 1.325  0.001
C5 -3.657 1.875 0.738  -0.003
C6 -2.551 1.046 0.644  0.001
P1 -0.991 1.703 -0.074  0.052
C7 -1.508 2.353 -1.695  -0.003
C8 -0.581 3.177 -2.340  0.005
C9 -0.873 3.704 -3.583  0.001
C10 -2.060 3.372 -4.218  0.003
C11 -2.946 2.498 -3.611  -0.001
C12 -2.680 1.996 -2.349  0.006
C13 -0.917 3.220 0.944  0.012
C14 -0.742 2.978 2.305  0.014
C15 -0.646 4.020 3.202  -0.003
C16 -0.694 5.329 2.746  0.006
C17 -0.849 5.579 1.393  -0.003
C18 -0.966 4.534 0.491  0.012
C19 -1.041 -2.046 1.771  -0.011
C20 -1.723 -2.709 2.788  -0.002
C21 -1.159 -3.818 3.405  0.002
C22 0.108 -4.250 3.063  0.000
C23 0.815 -3.551 2.100  -0.005
C24 0.257 -2.475 1.434  0.039
P2 1.202 -1.548 0.160  0.077
C25 2.916 -1.891 0.706  0.018
C26 3.555 -3.094 0.416  -0.003
C27 4.827 -3.345 0.898  0.001
C28 5.479 -2.393 1.667  0.000
C29 4.862 -1.181 1.932  0.001
C30 3.586 -0.931 1.456  0.004
C31 1.051 -2.669 -1.265  -0.009
C32 1.998 -2.509 -2.276  0.005
C33 1.916 -3.256 -3.433  -0.002
C34 0.873 -4.153 -3.610  0.005
C35 -0.071 -4.309 -2.610  -0.003
C36 0.015 -3.574 -1.439  0.011
H1 -3.988 -1.774 1.876  0.000
H2 -5.845 -0.241 2.180  0.000
H3 -5.669 2.114 1.432  0.000
H4 -3.582 2.879 0.347  0.001
H5 0.377 3.386 -1.873  -0.014
H6 -0.167 4.365 -4.065  0.000
H7 -2.280 3.779 -5.197  0.000
H8 -3.851 2.205 -4.126  0.000
H9 -3.383 1.323 -1.881  0.001
H10 -0.659 1.951 2.638  0.004
H11 -0.507 3.817 4.255  0.000
H12 -0.600 6.149 3.445  0.000
H13 -0.864 6.601 1.038  0.000
H14 -1.084 4.759 -0.559  0.001
H15 -2.682 -2.368 3.139  0.000
H16 -1.725 -4.344 4.160  0.000
H17 0.556 -5.108 3.542  0.000
H18 1.823 -3.841 1.853  0.000
H19 3.062 -3.832 -0.204  0.000
H20 5.306 -4.289 0.664  0.000
H21 6.470 -2.591 2.048  0.000
H22 5.378 -0.411 2.487  0.000
H23 3.130 0.028 1.643  -0.002
H24 2.791 -1.790 -2.121  0.001
H25 2.663 -3.130 -4.203  0.000
H26 0.796 -4.729 -4.521  0.000
H27 -0.886 -5.005 -2.745  0.000
H28 -0.717 -3.716 -0.658  0.002
O2 0.173 0.199 -4.788  0.007
S1 1.006 0.171 -3.569  0.007
N1 0.160 0.068 -2.334  0.072
O3 2.844 0.509 -1.227  0.084
Se1 2.993 1.950 -0.407  -0.009
O4 4.417 2.061 0.288  0.004
O5 1.796 1.878 0.744  0.084
O6 2.723 3.177 -1.387  -0.001

Calculated values
2S+1: 3
Expectation value of S²: 2.009
Highest occupied orbital energy (spin up / spin down): -0.186 / -0.202 hartree
Net charge: -1

Record 3
The following is a quantum chemistry calculation of C36H29AuBrN2O3PS as an isolated structure, from OMol25.

Last column: Mulliken spin population.
Positions of all 74 atoms, in Å:
Au1 1.463 0.246 -0.888  0.593
C1 1.347 0.504 2.670  0.001
N1 2.032 0.758 1.375  0.145
C2 3.211 1.260 1.420  0.026
C3 4.059 1.290 0.276  0.000
C4 5.354 1.806 0.036  0.036
C5 5.615 1.626 -1.365  -0.001
C6 4.430 1.067 -1.908  0.022
N2 3.534 0.864 -0.906  0.082
C7 0.533 1.689 3.114  -0.010
C8 -0.864 1.761 2.875  0.000
C9 -1.662 2.764 3.306  -0.002
C10 -1.124 3.794 3.981  0.001
C11 0.247 3.795 4.293  0.001
C12 1.049 2.741 3.847  0.004
H1 2.121 0.309 3.391  0.005
H2 0.602 -0.324 2.643  0.005
H3 3.631 1.687 2.312  0.011
H4 5.989 2.247 0.763  0.000
H5 6.505 1.647 -1.937  0.001
H6 4.161 0.701 -2.921  0.004
H7 -1.342 0.935 2.354  0.000
H8 -2.735 2.712 3.107  0.000
H9 -1.779 4.625 4.276  0.000
H10 0.676 4.675 4.717  0.000
H11 2.133 2.757 4.030  0.000
O1 2.094 -2.622 -1.910  0.013
S1 1.654 -1.966 -3.093  0.014
O2 2.285 -2.456 -4.305  0.020
O3 1.669 -0.476 -3.010  0.159
C13 -0.092 -2.325 -3.166  0.012
C14 -0.614 -3.069 -4.233  0.000
C15 -1.968 -3.518 -4.191  0.002
C16 -2.703 -3.244 -3.088  -0.001
C17 -2.171 -2.498 -2.060  -0.003
C18 -0.876 -2.089 -2.046  0.001
P1 -0.251 -1.246 -0.596  0.160
C19 0.132 -2.745 0.474  0.029
C20 -0.390 -4.047 0.403  0.014
C21 0.167 -5.015 1.239  0.000
C22 1.057 -4.816 2.269  0.002
C23 1.573 -3.542 2.373  0.004
C24 1.103 -2.517 1.471  0.015
C25 -1.841 -0.615 0.089  0.034
C26 -2.330 -0.959 1.341  0.011
C27 -3.482 -0.465 1.832  -0.003
C28 -4.235 0.453 1.128  0.007
C29 -3.837 0.784 -0.142  -0.002
C30 -2.623 0.258 -0.647  0.003
H12 -0.059 -3.137 -5.123  0.000
H13 -2.248 -4.043 -5.025  0.000
H14 -3.774 -3.579 -3.095  0.000
H15 -2.868 -2.252 -1.219  0.001
H16 -1.146 -4.261 -0.363  0.001
H17 -0.115 -6.017 0.996  0.001
H18 1.578 -5.607 2.780  0.000
H19 2.249 -3.220 3.154  0.000
H20 1.563 -1.518 1.598  -0.028
H21 -1.818 -1.666 1.967  0.002
H22 -3.684 -0.713 2.867  0.000
H23 -5.224 0.736 1.553  0.000
H24 -4.485 1.495 -0.702  0.000
H25 -2.363 0.655 -1.606  -0.004
Br1 -3.107 5.173 -2.859  0.002
C31 -1.740 3.855 -2.342  -0.028
C32 -1.359 3.728 -1.004  0.039
C33 -0.385 2.776 -0.708  0.017
C34 0.088 1.865 -1.638  0.498
C35 -0.290 2.062 -2.957  0.011
C36 -1.258 2.993 -3.295  0.032
H26 -1.554 4.453 -0.159  0.004
H27 -0.091 2.622 0.334  0.020
H28 0.112 1.427 -3.777  0.017
H29 -1.529 2.974 -4.370  0.003

Calculated values
2S+1: 3
Expectation value of S²: 2.014
Highest occupied orbital energy (spin up / spin down): -0.293 / -0.294 hartree
Net charge: 0

Maximum force readings, ordered: 1.187; 2.449; 3.971 eV/A
Relative energy (zero: lowest compared OMol25 entry of this formula, charge and spin) readings, ordered: 0.0; 31.7; 0.0 kcal/mol